The following is a quantum chemistry calculation of an isolated molecule of C23H24N6 in a non-equilibrium geometry, from OMol25.

The geometry in XYZ format:
```
53
Properties=species:S:1:pos:R:3:forces:R:3:nbo_charge:R:1
C -0.566 -4.065 1.831 0.0 0.2 -0.1 -0.635
C -1.107 -2.847 1.151 -0.1 0.1 0.1 -0.145
C -2.188 -2.142 1.634 0.4 -0.2 -0.2 0.097
N -2.686 -1.059 1.048 -0.4 0.3 -0.1 -0.505
C -2.096 -0.651 -0.066 0.2 -0.5 0.4 0.429
C -2.623 0.521 -0.783 -0.2 0.4 -0.3 -0.103
C -2.519 0.494 -2.174 0.0 0.0 0.0 -0.161
C -3.010 1.523 -2.950 0.0 0.0 -0.1 -0.230
C -3.616 2.604 -2.333 0.0 0.0 0.0 -0.211
C -3.706 2.647 -0.955 0.0 0.0 0.0 -0.167
C -3.210 1.625 -0.152 0.1 -0.2 0.0 0.022
C -3.321 1.733 1.349 -0.1 0.1 0.2 -0.254
C -4.732 1.322 1.778 0.2 -0.1 0.0 -0.593
C -2.981 3.132 1.867 0.0 -0.2 -0.1 -0.598
N -1.048 -1.251 -0.627 0.2 -0.1 -0.1 -0.541
C -0.545 -2.332 -0.041 -0.5 0.0 0.2 0.425
N 0.491 -2.957 -0.658 0.1 -0.4 0.1 -0.577
C 1.185 -2.355 -1.777 0.1 0.1 -0.1 -0.246
C 2.304 -1.456 -1.314 0.0 -0.1 -0.1 -0.053
C 2.018 -0.172 -0.859 0.1 0.0 0.0 -0.143
C 3.023 0.645 -0.385 0.2 0.0 0.0 -0.212
C 4.337 0.186 -0.361 -0.8 -0.5 -0.3 0.127
N 5.337 1.038 0.121 1.3 0.3 0.1 -0.175
C 6.687 0.928 0.021 0.1 0.4 0.2 -0.081
C 7.166 2.041 0.667 0.0 -0.7 -0.4 -0.120
N 6.111 2.750 1.117 0.3 0.6 0.3 -0.224
N 5.035 2.155 0.790 -1.2 0.0 0.1 -0.055
C 4.633 -1.098 -0.804 0.1 0.3 0.1 -0.229
C 3.616 -1.909 -1.275 -0.2 0.1 -0.1 -0.195
H 0.469 -3.911 2.140 0.1 -0.1 0.1 0.214
H -1.157 -4.291 2.716 0.0 -0.1 0.1 0.228
H -0.601 -4.927 1.163 0.0 -0.1 0.0 0.218
H -2.694 -2.451 2.541 0.0 -0.1 0.1 0.190
H -2.053 -0.364 -2.635 0.0 0.0 0.0 0.222
H -2.927 1.481 -4.026 0.0 0.0 -0.1 0.212
H -4.017 3.414 -2.925 0.0 0.1 0.0 0.210
H -4.177 3.501 -0.492 0.0 0.1 0.1 0.201
H -2.620 1.026 1.797 -0.1 0.2 -0.1 0.229
H -5.478 1.955 1.302 -0.1 0.1 0.0 0.197
H -4.911 0.289 1.493 -0.1 -0.1 0.0 0.228
H -4.837 1.410 2.857 -0.1 0.0 0.2 0.202
H -2.886 3.107 2.950 0.0 0.0 0.1 0.210
H -2.039 3.478 1.447 0.1 0.1 0.0 0.211
H -3.757 3.851 1.618 -0.1 0.1 0.0 0.196
H 1.016 -3.618 -0.107 -0.1 0.0 0.0 0.393
H 1.573 -3.158 -2.410 -0.1 0.1 0.0 0.203
H 0.444 -1.773 -2.327 0.2 -0.2 -0.1 0.244
H 0.996 0.177 -0.882 -0.1 0.1 0.0 0.232
H 2.816 1.642 -0.029 -0.1 0.1 0.0 0.246
H 7.185 0.130 -0.484 0.0 -0.2 -0.1 0.226
H 8.173 2.363 0.830 0.2 0.0 0.0 0.219
H 5.644 -1.474 -0.776 0.1 0.0 0.0 0.215
H 3.851 -2.906 -1.619 0.0 -0.1 -0.1 0.210
```
Positions in Å, forces in eV/Å.

Values from the calculation:
* frontier orbital gap: 8.95 eV
* structure (SMILES): Cc1cnc(-c2ccccc2C(C)C)nc1NCc1ccc(-n2ccnn2)cc1
* energy above the lowest of the compared OMol25 structures with the same formula, charge and spin: 0.176 eV

The following is a quantum chemistry calculation of C23H24N6O3S as an isolated structure, from OMol25.

The geometry in XYZ format:
```
57
Properties=species:S:1:pos:R:3:forces:R:3:nbo_charge:R:1
N -2.230 5.042 3.319 -0.2 0.1 0.1 -0.797
C -1.229 4.539 2.573 -0.3 0.4 0.3 0.641
O -0.211 5.160 2.306 0.1 0.0 -0.1 -0.633
C -1.461 3.154 2.117 -0.1 -0.8 -0.1 0.020
N -2.545 2.495 2.474 -0.1 0.4 0.2 -0.592
S -2.561 0.990 1.889 0.6 0.2 -0.3 0.742
C -1.011 1.132 1.127 -0.7 0.5 0.4 -0.414
C -0.528 2.421 1.317 -0.4 -0.5 -0.2 0.182
N 0.559 3.013 0.763 0.3 0.3 -0.1 -0.802
H 1.349 2.446 0.502 0.0 0.0 0.1 0.396
H 0.752 3.932 1.148 0.1 -0.1 -0.1 0.435
C -0.538 0.003 0.324 0.1 0.2 -0.1 0.670
O -1.304 -0.646 -0.370 -0.1 0.1 0.1 -0.618
N 0.804 -0.253 0.338 0.0 -0.2 -0.3 -0.473
C 1.682 0.242 1.321 0.4 0.2 0.5 0.231
C 2.932 0.731 0.943 -0.2 -0.1 0.0 -0.290
C 3.798 1.227 1.901 0.1 0.0 0.0 -0.186
C 3.427 1.243 3.235 0.1 0.0 0.0 -0.215
C 2.192 0.740 3.613 0.0 0.0 0.0 -0.195
C 1.324 0.231 2.665 0.1 -0.1 -0.1 -0.228
H 0.378 -0.194 2.961 -0.1 0.0 0.0 0.230
H 1.908 0.730 4.654 0.0 0.0 0.1 0.221
H 4.101 1.637 3.979 0.1 0.0 0.1 0.219
H 4.763 1.607 1.601 0.1 0.0 0.0 0.219
H 3.218 0.726 -0.100 0.0 0.0 -0.1 0.226
C 1.302 -1.267 -0.580 -0.3 -0.3 0.1 -0.159
C 1.465 -0.770 -1.989 0.2 0.2 -0.3 -0.001
C 0.942 0.437 -2.438 0.1 -0.2 0.0 -0.256
C 1.145 0.796 -3.763 -0.1 0.2 0.2 0.046
N 1.813 0.056 -4.629 0.0 0.2 -0.5 -0.414
C 2.319 -1.089 -4.201 0.1 -0.3 0.1 0.037
C 2.178 -1.546 -2.903 -0.1 0.2 0.1 -0.257
H 2.609 -2.488 -2.597 0.1 -0.1 0.0 0.225
H 2.864 -1.664 -4.938 0.1 -0.1 0.0 0.196
H 0.752 1.728 -4.148 -0.1 0.1 0.0 0.197
H 0.387 1.090 -1.782 0.0 0.1 0.0 0.226
H 2.278 -1.593 -0.201 -0.2 0.1 -0.1 0.250
C 0.388 -2.525 -0.429 0.4 0.2 -0.3 0.722
O 0.320 -3.064 0.652 -0.1 -0.1 0.4 -0.631
N -0.175 -2.980 -1.557 0.0 -0.2 -0.3 -0.613
H -0.234 -2.354 -2.347 0.1 0.1 0.1 0.402
C -1.148 -4.056 -1.547 0.0 -0.1 0.3 -0.060
C -0.961 -4.949 -2.790 -0.1 -0.1 0.0 -0.413
H -0.153 -4.546 -3.403 0.0 0.0 0.0 0.205
H -0.694 -5.968 -2.517 0.1 0.0 0.0 0.217
C -2.289 -4.896 -3.554 0.0 0.1 -0.1 -0.403
H -2.934 -5.717 -3.239 -0.1 0.0 0.0 0.197
H -2.147 -4.967 -4.631 0.0 -0.1 0.0 0.210
C -2.912 -3.569 -3.127 -0.1 -0.2 0.1 -0.403
H -3.983 -3.529 -3.318 0.0 0.1 -0.1 0.214
H -2.439 -2.741 -3.659 0.0 0.1 -0.1 0.191
C -2.580 -3.504 -1.640 0.0 0.1 0.0 -0.423
H -2.632 -2.497 -1.228 -0.1 0.0 0.1 0.243
H -3.258 -4.146 -1.078 -0.1 -0.1 0.0 0.205
H -0.983 -4.596 -0.613 0.0 0.1 -0.1 0.236
H -3.037 4.472 3.506 0.0 0.0 0.0 0.418
H -2.161 5.976 3.684 0.0 -0.1 -0.1 0.407
```
Positions in Å, forces in eV/Å.

Values from the calculation:
* frontier orbital gap: 8.36 eV
* energy above the lowest of the compared OMol25 structures with the same formula, charge and spin: 1.092 eV

The following is a quantum chemistry calculation of C23H24N9O3PS3Sc as an isolated structure in a non-equilibrium geometry, from OMol25.

The geometry in XYZ format:
```
64
Properties=species:S:1:pos:R:3:forces:R:3:mulliken_spin:R:1
Sc -2.111 1.440 -0.646 -0.3 0.5 -1.0 0.050
N -1.386 0.145 -2.815 0.6 0.2 0.6 0.007
N -0.879 1.118 -3.712 -1.7 1.2 0.7 0.009
C -1.228 2.469 -3.424 -0.8 -0.2 -0.6 0.088
N -0.612 3.377 -4.313 -0.6 -0.8 2.2 0.021
N -2.109 2.691 -2.490 0.8 0.2 -0.2 -0.070
N -2.633 4.057 -2.138 1.7 0.1 -0.4 0.514
O -1.466 7.488 4.362 0.2 -0.9 -0.2 0.000
O -1.698 4.947 -2.262 -1.1 -0.7 -0.1 0.396
H -0.675 -0.253 -2.171 -0.4 0.3 -0.7 0.001
H -1.826 -0.592 -3.330 -0.2 -0.3 -0.3 -0.003
H 0.058 1.084 -3.994 1.5 -0.6 -0.3 0.003
H -0.666 3.180 -5.289 -0.1 -0.2 -0.4 0.001
H -0.801 4.316 -3.990 -0.1 0.3 -0.2 -0.007
O -0.336 2.267 -0.043 1.3 -1.3 -0.5 -0.004
C 0.041 1.124 -0.497 -0.3 1.1 0.9 -0.023
C 1.474 0.753 -0.429 -1.4 0.3 -0.3 0.007
C 2.420 1.741 -0.560 0.9 0.3 0.6 -0.001
C 3.737 1.404 -0.303 1.5 1.2 -0.7 0.000
C 4.110 0.099 0.004 -0.3 0.1 -0.2 0.000
C 3.163 -0.892 0.002 -0.5 0.6 0.4 0.000
C 1.833 -0.564 -0.227 -0.1 -1.3 -0.1 0.000
P 0.583 -1.926 -0.293 0.1 -0.4 -0.3 0.002
C 0.530 -2.272 1.503 -0.9 1.5 -0.1 0.000
C -0.451 -1.340 2.187 -0.3 -1.0 0.2 -0.001
C -0.545 -1.384 3.684 -0.1 0.8 0.1 0.000
C 0.351 -2.315 4.351 0.7 -0.7 0.4 0.000
C 1.172 -3.125 3.653 -0.6 0.6 1.0 0.000
C 1.314 -3.047 2.242 0.2 -0.3 -0.3 0.000
C 1.594 -3.350 -0.936 0.0 0.6 0.1 -0.001
C 1.384 -4.592 -0.379 -1.3 0.3 0.2 0.001
C 2.011 -5.717 -0.805 0.6 -1.1 0.1 0.000
C 2.981 -5.623 -1.780 -0.1 0.4 -0.6 0.001
C 3.168 -4.408 -2.431 0.0 0.0 0.7 0.000
C 2.473 -3.291 -2.010 -0.3 1.4 -0.6 0.000
H 2.068 2.736 -0.789 0.3 0.2 0.1 0.002
H 4.555 2.160 -0.415 -0.9 -0.6 0.2 0.000
H 5.119 -0.201 0.197 0.6 0.3 0.1 0.000
H 3.421 -1.882 0.299 0.2 -0.6 -0.1 0.000
H -1.381 -1.161 1.673 0.1 0.0 -0.1 0.000
H -1.476 -1.151 4.245 0.6 -0.2 -0.9 0.000
H 0.358 -2.404 5.441 -0.3 0.1 -0.4 0.000
H 1.725 -3.891 4.154 0.4 -0.1 0.4 0.000
H 2.087 -3.664 1.823 0.1 -0.2 -0.4 0.000
H 0.591 -4.700 0.327 -0.3 0.0 0.6 0.000
H 1.756 -6.664 -0.331 0.2 0.1 -0.2 0.000
H 3.532 -6.476 -2.102 0.3 -0.5 -0.1 0.000
H 3.905 -4.278 -3.196 0.2 -0.2 -0.5 0.000
H 2.570 -2.339 -2.576 0.2 -0.7 0.5 0.000
N -4.437 2.565 -0.626 -0.7 1.1 1.0 0.008
N -4.190 3.072 0.712 0.2 -1.0 -1.4 -0.001
C -2.985 2.751 1.143 -0.1 0.4 0.5 -0.007
N -2.626 3.293 2.296 1.4 -0.4 0.7 -0.001
S 0.188 0.185 2.924 0.2 0.0 0.5 0.000
H -4.292 3.377 -1.258 0.2 -0.5 0.0 0.011
H -5.427 2.317 -0.620 0.3 -0.3 -0.4 -0.001
H -4.837 3.738 1.105 0.0 0.2 0.1 -0.001
H -3.265 3.852 2.859 0.4 -0.1 -0.1 0.000
H -1.678 3.073 2.681 -1.5 0.3 -0.5 0.000
S -3.476 -3.053 0.497 0.0 -0.5 0.0 0.000
C -3.073 -1.540 0.210 -0.5 -0.7 0.2 0.001
N -2.799 -0.413 0.068 0.1 1.0 -0.4 -0.002
S -0.020 5.205 4.249 0.3 -0.8 -0.1 0.000
C -0.885 6.485 4.288 -0.5 1.7 0.3 0.000
```
Positions in Å, forces in eV/Å.

Values from the calculation:
* frontier orbital gap (spin up / spin down): 6.03 / 7.57 eV
* ⟨S²⟩: 0.757
* spin multiplicity: 2
* energy above the lowest of the compared OMol25 structures with the same formula, charge and spin: 2.325 eV

The following is a quantum chemistry calculation of C23H25BrN3O2PSSe2V as an isolated structure, from OMol25.

The geometry in XYZ format:
```
59
Properties=species:S:1:pos:R:3:forces:R:3:mulliken_spin:R:1
V 0.923 -0.007 0.492 -0.1 0.0 0.1 1.238
Se -0.650 -1.726 0.600 0.1 0.1 0.0 -0.124
P -1.947 0.079 0.994 0.0 0.1 0.0 -0.013
Se -0.575 1.751 1.360 -0.1 0.0 0.0 0.000
C -2.941 -0.278 2.436 0.0 0.0 0.0 0.001
C -3.550 0.809 3.065 0.0 0.0 0.0 -0.003
C -4.403 0.583 4.131 0.0 0.0 0.0 0.000
C -4.647 -0.715 4.565 0.0 0.0 0.0 0.000
C -4.041 -1.793 3.934 0.0 0.0 0.0 -0.001
C -3.185 -1.580 2.865 0.0 0.0 0.0 -0.004
C -2.988 0.334 -0.434 0.0 0.0 0.0 -0.002
C -2.938 1.510 -1.175 0.0 0.0 0.0 0.000
C -3.806 1.674 -2.245 0.0 0.0 0.0 0.002
C -4.709 0.671 -2.568 0.0 0.0 0.0 0.000
C -4.757 -0.504 -1.823 0.0 0.0 0.0 0.000
C -3.900 -0.676 -0.752 0.0 0.0 0.0 0.001
H -3.362 1.823 2.732 0.0 0.0 0.0 0.002
H -4.878 1.421 4.625 0.0 0.0 0.0 0.000
H -5.314 -0.885 5.399 0.0 0.0 0.0 0.000
H -4.233 -2.802 4.275 0.0 0.0 0.0 0.000
H -2.712 -2.427 2.382 0.0 0.0 0.0 0.003
H -2.238 2.294 -0.918 0.0 0.0 0.0 0.000
H -3.781 2.590 -2.819 0.0 0.0 0.0 0.000
H -5.388 0.807 -3.399 0.0 0.0 0.0 0.000
H -5.469 -1.279 -2.074 0.0 0.0 0.0 0.000
H -3.952 -1.585 -0.163 0.0 0.0 0.0 0.001
Br 0.061 -0.447 4.152 0.0 0.0 0.0 0.002
C 1.822 -0.107 3.614 0.0 0.0 0.0 0.012
C 2.779 0.028 4.614 0.0 0.0 0.0 -0.002
C 4.106 0.181 4.269 0.0 0.0 0.1 0.003
C 4.457 0.159 2.924 0.0 0.0 0.0 0.000
C 3.450 0.028 2.004 0.0 0.0 0.0 0.004
N 2.136 -0.068 2.316 0.1 0.0 -0.1 -0.020
C 3.741 -0.086 0.543 0.0 0.0 0.0 -0.001
O 4.821 -0.037 0.041 0.0 0.0 0.1 -0.004
O 2.614 -0.257 -0.162 0.0 -0.2 -0.2 -0.007
H 2.465 -0.004 5.647 0.0 0.0 0.0 0.000
H 4.861 0.289 5.036 0.0 0.0 0.0 0.000
H 5.480 0.228 2.581 0.0 0.0 0.0 0.000
C 0.376 -1.675 -3.008 0.1 0.0 0.0 0.003
N 1.637 -0.936 -3.044 0.0 -0.2 0.0 -0.002
C 2.807 -1.758 -3.386 -0.1 0.0 0.0 0.001
C 1.759 0.315 -2.621 0.1 0.1 0.0 0.005
S 0.551 1.017 -1.529 -0.1 0.1 0.0 -0.092
N 2.751 1.087 -3.034 0.0 0.0 0.0 -0.003
C 3.425 0.884 -4.323 0.0 0.0 0.0 0.001
C 3.186 2.293 -2.323 0.0 0.0 0.0 0.002
H 0.254 -2.193 -3.959 0.0 0.0 0.0 0.000
H -0.463 -1.004 -2.860 0.0 0.0 0.0 0.000
H 0.397 -2.421 -2.212 0.0 0.0 0.0 0.000
H 2.666 -2.731 -2.917 0.0 0.0 0.0 0.000
H 3.708 -1.311 -2.978 0.0 0.0 0.0 -0.001
H 2.906 -1.902 -4.460 0.0 0.0 0.0 0.000
H 2.817 0.256 -4.966 0.0 0.0 0.0 0.000
H 4.416 0.450 -4.203 0.0 0.0 0.0 0.000
H 3.529 1.862 -4.791 0.0 0.0 0.0 0.000
H 2.851 2.270 -1.294 0.0 0.0 0.0 0.001
H 2.800 3.185 -2.816 0.0 0.0 0.0 -0.001
H 4.274 2.316 -2.341 0.0 0.0 0.0 0.000
```
Positions in Å, forces in eV/Å.

Values from the calculation:
* frontier orbital gap (spin up / spin down): 6.87 / 7.71 eV
* ⟨S²⟩: 0.791
* spin multiplicity: 2
* net charge: +2
* energy above the lowest of the compared OMol25 structures with the same formula, charge and spin: 0.000 eV